42
Properties=species:S:1:pos:R:3 method="wB97M-V/def2-TZVPD" e_homo_ev=-8.783 energy_ha=-2906.5039 multiplicity=1 orbital_gap_ev=5.99
O 3.2428 -3.3358 0.3239
S 2.5087 -4.1794 -0.7456
O 3.6146 -5.0757 -1.4217
O 1.4343 -5.2534 0.0450
C 1.5219 -3.1957 -1.9971
C 1.7069 -1.5692 -1.9086
C 1.1915 -0.8841 -0.5113
C -0.3988 -0.4448 -0.5077
N -1.1501 -1.5952 0.1664
C -1.8392 -2.5032 -0.5994
N -1.9698 -2.4598 -2.1262
C -2.7763 -3.7136 -2.3952
N -3.0993 -4.3720 -1.0720
N -2.5632 -3.6831 0.0200
H 0.4743 -5.0487 -0.2220
H 1.9263 -3.5181 -3.0731
H 0.4160 -3.5762 -1.9460
H 1.0624 -1.1075 -2.8003
H 2.8294 -1.2619 -2.1345
H 1.3584 -1.5346 0.4523
H 1.8187 0.1203 -0.3652
H -0.5049 0.5085 0.1965
H -0.8242 -0.1494 -1.5571
H -1.0728 -1.6945 1.2224
H -3.0258 -4.0001 -3.5054
H -3.6724 -5.2593 -1.0344
H -2.6229 -3.9485 1.0470
C 0.5705 4.7057 -0.7593
F 0.4431 4.0358 -1.9415
F 1.9131 4.8378 -0.5372
F 0.1073 5.9721 -0.9854
S -0.2865 3.8886 0.6275
O 0.3551 2.5758 0.7316
O -1.6933 3.8522 0.2171
N 0.0955 4.9499 1.7418
S -0.5069 4.5743 3.1597
O 0.0704 3.4027 3.8234
O -1.9587 4.7083 3.3056
C 0.1752 5.9971 4.0740
F -0.2551 7.1940 3.5724
F 1.5406 6.0444 4.0221
F -0.1568 5.9964 5.3977